20
Properties=species:S:1:pos:R:3:forces:R:3:lowdin_charge:R:1 method="wB97M-V/def2-TZVPD" homo_lumo_gap_ev="2.7 / 9.3" charge=-1 spin_multiplicity=2
N -1.0838 -0.8620 -0.6888 1.03 -1.74 -2.23 -0.01
C 0.0248 0.0755 -0.3526 -0.41 1.45 -0.56 -0.43
C -0.3616 0.8031 1.0514 3.38 -0.83 -1.32 -0.23
C -0.6236 -0.2987 2.0570 1.78 -0.38 -0.19 -0.35
N 0.3499 -1.4063 2.1410 0.89 -1.23 -3.81 -0.05
C 0.1455 1.0312 -1.6327 -2.59 0.96 2.76 -0.53
N 1.3022 0.6981 -2.3987 -0.31 0.33 -1.30 -0.10
H -1.0153 -1.7951 -0.2900 0.12 0.09 1.06 0.03
H -0.9633 -1.2227 -1.7054 -0.10 1.53 1.65 0.09
H 1.1083 -0.2079 -0.2557 -1.15 -0.88 0.02 0.09
H 0.5943 1.4069 1.3848 -2.03 -0.60 -0.78 0.09
H -1.2590 1.3520 0.8579 -0.35 0.84 0.15 0.08
H -1.4921 -0.7590 1.6824 -1.61 -0.52 0.45 0.07
H -0.6069 -0.0109 3.0823 -1.09 0.90 0.76 0.08
H 1.2654 -1.1469 2.4611 0.29 0.72 0.64 0.02
H 0.6311 -1.6289 1.0999 -0.86 0.09 2.52 0.07
H 0.0704 2.0055 -1.0678 0.87 -0.01 -1.15 0.04
H -0.8534 1.0685 -2.1975 1.63 -0.55 0.54 0.09
H 1.3158 1.2578 -3.2736 -0.07 -0.35 0.47 -0.02
H 2.1158 1.0064 -1.8916 0.60 0.17 0.31 -0.04

***

30
Properties=species:S:1:pos:R:3:forces:R:3:lowdin_charge:R:1 method="wB97M-V/def2-TZVPD" homo_lumo_gap_ev=8.9 charge=0 smiles="C=CS(C)(=O)=O.CC(=C=N)C(C)C"
C -0.4893 -1.4437 0.3384 1.56 -0.94 0.42 -0.19
C -2.3036 0.1330 1.7909 -1.17 2.22 1.59 -0.11
C -3.5112 0.1089 -0.4550 -0.85 -0.41 -1.35 -0.10
C 1.2793 1.3291 1.2311 1.55 -2.42 -0.80 0.02
C -0.5181 0.0759 -1.7015 -1.80 -0.43 3.11 -0.02
C 3.2942 -0.7961 -1.4730 -0.19 1.30 1.21 -0.10
C -2.2023 0.3517 0.3104 2.18 2.23 -1.74 -0.44
C 2.0600 1.3264 0.1420 -0.61 0.08 1.25 -0.25
C -0.9294 -0.3924 -0.2561 -2.42 1.97 -1.30 -0.28
N -0.0510 -2.4867 0.7696 -2.82 -0.38 -1.98 0.21
O 4.5376 0.9536 0.2336 0.33 -0.06 -0.96 -0.33
O 3.1231 -0.7565 1.1916 -0.54 -1.43 0.75 -0.34
S 3.3395 0.1596 0.1250 1.06 0.20 -0.33 0.58
H -1.3719 0.3639 2.3765 -0.66 -0.33 -0.83 0.08
H -2.5979 -0.9199 1.9982 -0.15 0.85 0.11 0.09
H -3.0662 0.9709 2.1655 1.14 -2.30 -0.34 0.12
H -3.2846 -0.3322 -1.5020 -0.54 0.92 1.59 0.09
H -4.1714 -0.6483 0.0359 0.52 0.58 -0.23 0.08
H -4.1123 1.0897 -0.5753 0.92 -1.68 0.15 0.10
H 0.4869 1.9860 1.3111 -1.30 1.60 0.45 0.05
H 1.3806 0.4969 1.9784 -0.15 0.98 -0.88 0.09
H 0.6761 -2.7118 1.3468 2.29 0.17 1.85 0.03
H -0.1557 1.1003 -1.5569 0.51 -0.39 -0.65 0.07
H 0.0961 -0.7192 -2.0647 0.67 0.18 -0.93 0.06
H -1.5182 0.1118 -2.1458 0.62 0.04 -0.79 0.05
H 2.5132 -0.3368 -2.1300 1.38 -0.14 0.08 0.06
H 4.3721 -0.8744 -1.7064 -0.79 0.40 -0.69 0.07
H 2.9389 -1.7667 -1.2057 -0.27 -0.67 0.32 0.04
H -1.9948 1.5127 0.0033 -0.08 -2.39 1.25 0.16
H 2.1806 2.1143 -0.5759 -0.39 0.22 -0.35 0.09

***

13
Properties=species:S:1:pos:R:3:forces:R:3:lowdin_charge:R:1 method="wB97M-V/def2-TZVPD" homo_lumo_gap_ev="8.2 / 9.8" charge=0
C 1.5984 1.4998 -0.0896 0.92 -0.43 -4.12 -0.02
C -1.9523 -1.2967 0.0789 -0.83 1.03 -0.74 -0.21
C 1.1164 0.1904 0.3148 -1.19 -1.85 -0.64 -0.43
N -1.2144 -0.0498 -0.2221 0.05 0.11 0.89 -0.01
F 1.8308 -0.8734 -0.1630 -0.53 0.93 0.16 0.06
F 1.0056 0.0525 1.6059 -0.31 -0.27 0.99 0.11
H 2.5985 1.6155 0.2685 0.73 0.24 0.76 0.08
H 1.8036 1.4200 -1.2610 -0.87 0.49 2.33 0.14
H 0.9732 2.3268 0.1699 -0.45 0.25 0.10 0.08
H -1.4559 -1.8715 0.7944 0.95 -0.81 1.46 0.03
H -2.9897 -1.0859 0.5315 1.40 -0.02 -0.83 0.10
H -2.0255 -1.9438 -0.7998 -0.40 0.03 0.04 0.06
H -1.2886 0.0161 -1.2283 0.54 0.30 -0.40 0.02

***

76
Properties=species:S:1:pos:R:3:forces:R:3:lowdin_charge:R:1 method="wB97M-V/def2-TZVPD" homo_lumo_gap_ev=7.5 charge=0 smiles="C[C@@]1(CCCCn2cccc2)OC(=O)O[C@]1(CCCI)c1ccccc1.O=C1c2ccccc2C(=O)c2ccccc21"
C 2.3340 -0.8098 -0.0039 -1.12 -0.92 -0.26 0.02
C 2.9618 -1.6628 1.1776 0.75 4.62 0.54 -0.36
C 1.9103 -1.7619 2.3443 0.13 -1.30 0.81 -0.10
C 0.9194 -3.0004 2.2987 0.66 -0.30 0.22 -0.16
C 0.6902 -3.6792 0.9006 -0.96 -0.21 0.01 -0.15
C -0.3143 -2.9399 -0.0777 0.51 -0.31 -0.63 -0.15
N -1.3943 -2.1798 0.5783 -1.12 -0.78 0.05 -0.17
C -1.4110 -0.9509 1.2615 -3.54 -0.76 0.42 -0.10
C -2.8188 -0.7532 1.6195 0.34 -0.63 -0.35 -0.10
C -3.6867 -1.8759 1.1350 5.26 0.42 -0.46 -0.06
C -2.6712 -2.7167 0.4945 -3.08 1.26 1.18 -0.11
O 3.8105 -2.7646 0.8861 -0.64 -1.18 0.46 0.06
C 4.7743 -2.9193 1.9077 -1.82 2.14 -0.53 -0.46
O 5.3160 -3.9388 2.1606 0.11 0.74 0.03 0.19
O 4.8676 -1.6701 2.5055 0.38 -1.53 0.42 0.03
C 4.1228 -0.6734 1.7164 1.40 -0.72 0.58 -0.29
C 5.2443 -0.2580 0.6585 -1.13 1.57 0.06 -0.18
C 6.5387 0.3267 1.3352 1.00 -0.24 -0.90 -0.25
C 7.3307 1.3456 0.3871 0.00 -0.09 1.39 -0.61
I 7.2562 0.8163 -1.7220 0.14 0.32 0.59 0.74
C 3.6966 0.5030 2.6462 -0.70 2.35 0.83 -0.12
C 3.3250 1.8202 2.0703 -0.11 -0.33 2.72 -0.01
C 2.8903 2.9025 2.9814 0.26 -1.23 0.35 -0.07
C 2.8062 2.7555 4.4332 0.92 -2.24 -1.16 -0.08
C 3.2091 1.4663 5.0086 -0.04 0.21 -2.39 -0.06
C 3.6364 0.3982 4.1106 -0.27 0.53 -0.61 -0.03
H 2.4012 -1.3202 -0.9992 0.18 0.60 0.79 0.10
H 2.7111 0.2502 -0.0434 -0.11 -1.38 -0.08 0.07
H 1.2342 -0.7033 0.2285 1.19 -0.15 -0.45 0.06
H 2.4954 -1.8592 3.3086 -0.70 0.09 -1.00 0.12
H 1.3157 -0.8128 2.4716 0.93 -0.82 -0.57 0.12
H 1.3535 -3.7934 2.9781 -0.42 0.76 -0.81 0.12
H -0.0513 -2.7001 2.7916 0.91 -0.36 -0.76 0.11
H 0.2255 -4.6903 1.1112 0.49 1.08 -0.18 0.12
H 1.6237 -3.8952 0.3174 -0.63 0.35 0.77 0.11
H -0.8234 -3.7460 -0.6826 0.48 0.98 0.64 0.12
H 0.1947 -2.2903 -0.8501 -0.39 -0.56 1.05 0.11
H -0.5305 -0.3038 1.4406 -0.85 -0.77 -0.23 0.11
H -3.2510 0.1221 2.1688 0.83 -0.86 -0.61 0.10
H -4.7829 -2.0156 1.2156 1.16 0.11 -0.09 0.10
H -2.9765 -3.6604 -0.0099 1.12 0.81 0.31 0.12
H 5.5169 -1.0924 -0.0332 -0.44 0.59 0.72 0.11
H 4.7972 0.5696 0.0265 0.57 -0.94 0.50 0.08
H 7.2732 -0.5098 1.5301 -1.00 0.79 0.07 0.12
H 6.3425 0.8782 2.2912 0.00 -0.61 -0.80 0.12
H 8.4228 1.3467 0.6671 -1.22 -0.03 -0.42 0.05
H 6.9466 2.3848 0.5534 0.23 -0.93 -0.64 0.05
H 3.3637 2.0337 0.9752 -0.02 -0.26 1.15 0.10
H 2.5916 3.8871 2.5334 0.37 -1.14 0.44 0.10
H 2.4536 3.5702 5.1057 0.36 -0.68 -0.84 0.10
H 3.1760 1.2461 6.1074 0.03 0.42 -1.27 0.10
H 3.9170 -0.5932 4.5521 -0.22 1.15 -0.41 0.11
C -1.6510 0.1691 -2.9484 -0.20 0.05 0.04 -0.05
C -2.2397 -0.1232 -1.7197 0.01 0.06 -0.28 -0.04
C -3.5582 0.2402 -1.4804 0.07 0.05 -0.06 0.02
C -4.2869 0.9055 -2.4622 0.27 -0.04 -0.08 -0.08
C -3.6875 1.2189 -3.6842 0.04 -0.08 0.12 -0.09
C -2.3718 0.8387 -3.9279 0.22 -0.08 0.02 0.00
C -4.4362 1.9708 -4.7210 0.35 0.11 -0.57 -0.28
O -3.9164 2.2412 -5.7873 -0.09 -0.01 0.12 0.10
C -5.8287 2.3956 -4.4313 -0.22 0.08 0.07 -0.08
C -6.5262 3.1512 -5.3701 -0.18 0.11 -0.08 0.00
C -7.8328 3.5420 -5.1146 0.09 -0.07 0.06 -0.06
C -8.4520 3.1719 -3.9237 0.11 -0.04 0.00 -0.06
C -7.7593 2.4239 -2.9829 -0.18 0.11 -0.05 0.00
C -6.4432 2.0418 -3.2294 -0.10 0.11 -0.16 -0.08
C -5.7003 1.2719 -2.2005 -0.25 -0.21 0.62 -0.28
O -6.2400 0.9519 -1.1579 0.04 0.06 -0.14 0.10
H -0.6239 -0.1222 -3.1397 -0.05 0.02 -0.01 0.10
H -1.6687 -0.6348 -0.9520 -0.25 0.24 -0.30 0.07
H -4.0143 0.0084 -0.5286 -0.06 0.08 -0.16 0.09
H -1.9061 1.0676 -4.8793 -0.17 0.07 0.03 0.12
H -6.0502 3.4393 -6.3001 0.10 -0.12 0.12 0.12
H -8.3720 4.1346 -5.8448 0.04 -0.04 0.04 0.11
H -9.4752 3.4718 -3.7282 0.07 -0.02 -0.01 0.11
H -8.2437 2.1422 -2.0553 0.18 -0.05 -0.02 0.12